(w)
DFT (wB97M-V/def2-TZVPD) results for a 10-piece molecular cluster, C60H150N10O20 overall.

Its spin multiplicity is 1. Its structure (SMILES) is COCCNCCOC.COCCNCCOC.COCCNCCOC.COCCNCCOC.COCCNCCOC.COCCNCCOC.COCCNCCOC.COCCNCCOC.COCCNCCOC.COCCNCCOC. As for the charge: 0. Its lowest unoccupied orbital energy is 0.0090 Eh.

Cartesian coordinates (Å):
C 9.899 -19.372 -4.467
O 9.064 -18.267 -4.215
C 9.423 -16.995 -4.652
C 8.897 -15.921 -3.682
N 9.662 -15.867 -2.391
C 9.000 -15.036 -1.417
C 9.781 -15.244 -0.169
O 9.658 -16.627 0.338
C 10.699 -16.988 1.349
H 9.835 -19.665 -5.515
H 9.788 -20.302 -3.909
H 10.980 -19.296 -4.350
H 9.207 -16.700 -5.679
H 10.512 -17.042 -4.643
H 7.824 -16.072 -3.569
H 9.084 -14.971 -4.181
H 9.717 -16.741 -1.888
H 7.975 -15.389 -1.300
H 8.967 -13.968 -1.633
H 9.529 -14.483 0.569
H 10.818 -14.975 -0.367
H 10.701 -18.013 1.718
H 10.545 -16.339 2.211
H 11.696 -16.751 0.976
C 14.062 -21.193 -1.645
O 15.274 -21.969 -1.799
C 15.490 -22.499 -3.063
C 16.208 -21.514 -4.008
N 16.585 -22.206 -5.259
C 17.038 -21.264 -6.293
C 17.565 -22.069 -7.492
O 17.760 -21.210 -8.688
C 17.708 -21.912 -9.927
H 14.082 -20.370 -2.359
H 13.874 -20.830 -0.634
H 13.218 -21.811 -1.953
H 14.601 -22.961 -3.492
H 16.068 -23.403 -2.867
H 17.191 -21.166 -3.693
H 15.522 -20.675 -4.125
H 17.095 -23.037 -4.996
H 17.887 -20.686 -5.928
H 16.219 -20.594 -6.554
H 17.008 -22.970 -7.748
H 18.508 -22.547 -7.225
H 18.562 -22.575 -10.062
H 17.471 -21.322 -10.812
H 16.810 -22.531 -9.925
C 8.078 -11.858 -7.878
O 9.077 -12.631 -8.450
C 10.340 -12.005 -8.410
C 11.321 -12.777 -9.307
N 11.816 -13.987 -8.576
C 12.942 -14.566 -9.292
C 12.598 -15.412 -10.545
O 11.561 -16.325 -10.164
C 12.064 -17.476 -9.556
H 8.344 -11.414 -6.919
H 7.226 -12.514 -7.702
H 7.887 -11.017 -8.545
H 10.760 -11.929 -7.407
H 10.229 -11.002 -8.822
H 12.157 -12.143 -9.603
H 10.851 -13.111 -10.232
H 11.135 -14.707 -8.765
H 13.522 -15.122 -8.556
H 13.677 -13.842 -9.644
H 13.505 -15.899 -10.905
H 12.258 -14.759 -11.349
H 12.878 -18.019 -10.035
H 11.292 -18.182 -9.248
H 12.576 -17.214 -8.630
C 1.084 -7.869 -8.887
O 0.836 -8.793 -7.796
C 1.684 -9.919 -7.893
C 1.381 -10.971 -6.844
N 1.859 -10.532 -5.478
C 1.607 -11.490 -4.373
C 2.359 -12.855 -4.511
O 1.903 -13.756 -5.517
C 2.667 -14.975 -5.616
H 2.050 -7.381 -8.756
H 0.367 -7.051 -8.944
H 1.015 -8.345 -9.865
H 2.732 -9.616 -7.901
H 1.503 -10.488 -8.805
H 1.937 -11.865 -7.125
H 0.317 -11.202 -6.786
H 1.221 -9.782 -5.252
H 0.593 -11.879 -4.271
H 1.942 -11.103 -3.411
H 2.331 -13.430 -3.586
H 3.432 -12.672 -4.458
H 2.602 -15.489 -4.657
H 3.754 -14.935 -5.695
H 2.386 -15.594 -6.468
C 5.329 -18.135 6.008
O 4.054 -17.688 6.444
C 3.590 -16.498 5.870
C 2.263 -15.985 6.628
N 2.446 -15.603 7.978
C 1.298 -14.961 8.615
C 0.104 -15.871 8.951
O 0.486 -16.978 9.725
C -0.486 -17.916 10.101
H 5.654 -19.010 6.571
H 6.074 -17.355 6.166
H 5.360 -18.432 4.959
H 3.237 -16.585 4.842
H 4.393 -15.761 5.848
H 1.593 -16.843 6.678
H 1.896 -15.179 5.992
H 2.941 -16.354 8.439
H 0.950 -14.014 8.203
H 1.749 -14.716 9.576
H -0.350 -16.262 8.041
H -0.655 -15.221 9.387
H -0.794 -18.330 9.141
H -1.306 -17.438 10.637
H -0.006 -18.655 10.741
C 7.049 -20.174 -9.611
O 7.517 -21.530 -9.588
C 6.523 -22.449 -9.333
C 7.120 -23.795 -9.598
N 8.161 -24.046 -8.554
C 8.976 -25.255 -8.811
C 9.956 -25.599 -7.658
O 10.564 -24.463 -7.044
C 11.550 -23.897 -7.982
H 6.399 -20.070 -10.480
H 7.886 -19.493 -9.769
H 6.563 -19.957 -8.660
H 5.614 -22.190 -9.875
H 6.328 -22.381 -8.263
H 7.437 -23.903 -10.635
H 6.316 -24.499 -9.385
H 8.812 -23.285 -8.427
H 9.586 -25.230 -9.715
H 8.245 -26.042 -8.993
H 10.727 -26.345 -7.850
H 9.285 -25.942 -6.871
H 11.815 -23.012 -7.403
H 11.142 -23.588 -8.945
H 12.379 -24.604 -8.012
C 6.988 -20.796 0.151
O 7.429 -21.897 0.979
C 6.387 -22.784 1.440
C 7.188 -24.026 2.093
N 7.737 -25.031 1.132
C 8.955 -24.489 0.382
C 9.611 -25.582 -0.414
O 10.114 -26.599 0.509
C 11.425 -26.381 1.054
H 7.769 -20.364 -0.474
H 6.536 -19.966 0.694
H 6.277 -21.119 -0.609
H 5.790 -23.053 0.568
H 5.749 -22.397 2.235
H 6.407 -24.510 2.680
H 7.957 -23.541 2.694
H 8.097 -25.777 1.709
H 9.649 -24.050 1.099
H 8.803 -23.576 -0.193
H 10.420 -25.138 -0.994
H 8.995 -26.147 -1.113
H 11.725 -27.372 1.394
H 11.406 -25.745 1.938
H 12.116 -25.918 0.350
C -2.295 -8.973 6.378
O -1.391 -9.662 5.516
C -0.068 -9.268 5.590
C 0.709 -10.018 4.464
N 2.158 -9.698 4.524
C 3.119 -10.600 3.821
C 2.722 -11.063 2.370
O 3.809 -11.071 1.500
C 4.303 -9.847 0.958
H -2.431 -7.991 5.924
H -1.860 -8.817 7.365
H -3.218 -9.536 6.512
H 0.411 -9.471 6.547
H 0.029 -8.204 5.370
H 0.348 -9.722 3.479
H 0.656 -11.107 4.443
H 2.467 -9.623 5.483
H 3.358 -11.447 4.465
H 4.031 -10.004 3.805
H 1.892 -10.401 2.122
H 2.208 -12.023 2.319
H 4.603 -9.152 1.742
H 3.608 -9.232 0.385
H 5.189 -10.072 0.364
C 8.343 -5.288 0.128
O 9.467 -5.706 -0.642
C 10.681 -5.735 -0.008
C 10.969 -7.256 0.133
N 11.370 -7.870 -1.151
C 11.757 -9.281 -0.968
C 12.088 -9.979 -2.333
O 12.846 -11.141 -2.171
C 12.895 -11.993 -3.365
H 7.488 -5.390 -0.540
H 8.409 -4.308 0.599
H 8.143 -5.985 0.941
H 10.695 -5.118 0.890
H 11.356 -5.301 -0.747
H 10.062 -7.742 0.491
H 11.820 -7.280 0.813
H 10.750 -7.716 -1.934
H 10.947 -9.809 -0.466
H 12.615 -9.404 -0.308
H 12.703 -9.364 -2.989
H 11.214 -10.092 -2.975
H 13.466 -11.629 -4.219
H 11.932 -12.215 -3.824
H 13.374 -12.900 -2.997
C 12.930 -20.888 14.026
O 12.007 -21.810 13.560
C 12.541 -23.122 13.223
C 11.316 -24.021 12.907
N 10.430 -23.588 11.841
C 11.062 -23.108 10.568
C 10.046 -22.457 9.611
O 10.575 -21.827 8.445
C 11.193 -22.669 7.493
H 12.562 -19.864 13.957
H 13.783 -20.986 13.354
H 13.270 -21.200 15.013
H 13.038 -23.657 14.032
H 13.256 -23.169 12.401
H 10.753 -24.259 13.810
H 11.648 -25.006 12.581
H 9.838 -22.856 12.205
H 11.642 -23.905 10.102
H 11.720 -22.265 10.778
H 9.556 -21.607 10.086
H 9.266 -23.181 9.375
H 10.593 -23.564 7.325
H 12.210 -22.870 7.831
H 11.215 -22.077 6.579

Mulliken atomic charge list, values in e, 2 entries: -0.88 -0.31

(x)
DFT (wB97M-V/def2-TZVPD) results for a 10-piece molecular cluster, C60H150N10O20 overall.

Its spin multiplicity is 1. Its structure (SMILES) is COCCNCCOC.COCCNCCOC.COCCNCCOC.COCCNCCOC.COCCNCCOC.COCCNCCOC.COCCNCCOC.COCCNCCOC.COCCNCCOC.COCCNCCOC. As for the charge: 0. Its lowest unoccupied orbital energy is 0.0192 Eh.

Cartesian coordinates (Å):
C 4.096 2.234 14.258
O 3.790 3.310 14.985
C 4.277 4.533 14.431
C 4.091 5.761 15.367
N 2.879 6.451 15.432
C 1.820 5.706 16.171
C 0.750 6.770 16.665
O -0.523 6.524 16.098
C -1.584 7.307 16.688
H 3.864 1.340 14.837
H 5.166 2.169 14.059
H 3.564 2.358 13.314
H 3.769 4.654 13.474
H 5.341 4.451 14.206
H 4.840 6.480 15.036
H 4.431 5.438 16.351
H 2.539 6.733 14.523
H 2.104 5.074 17.013
H 1.378 5.057 15.415
H 1.008 7.801 16.425
H 0.677 6.703 17.750
H -1.470 7.243 17.770
H -2.537 6.860 16.405
H -1.606 8.302 16.244
C 3.509 12.871 22.567
O 3.929 11.979 23.549
C 4.487 12.632 24.687
C 4.650 11.692 25.869
N 6.078 11.582 26.064
C 6.435 10.828 27.289
C 7.950 10.739 27.453
O 8.459 9.917 26.346
C 9.955 9.913 26.359
H 2.464 13.053 22.819
H 3.584 12.304 21.639
H 4.137 13.744 22.385
H 3.881 13.511 24.907
H 5.437 13.106 24.442
H 4.216 10.701 25.733
H 4.040 11.981 26.725
H 6.357 10.832 25.448
H 5.935 9.859 27.270
H 5.908 11.174 28.179
H 8.168 10.117 28.321
H 8.316 11.756 27.596
H 10.390 9.459 27.249
H 10.375 10.854 26.005
H 10.244 9.281 25.519
C 12.779 -0.607 20.438
O 11.491 -1.168 20.025
C 10.551 -0.223 19.463
C 9.135 -0.882 19.443
N 8.584 -1.175 20.759
C 7.164 -1.447 20.696
C 6.605 -1.900 22.073
O 5.397 -2.740 21.835
C 4.954 -3.396 23.032
H 12.882 0.095 21.266
H 13.175 -0.188 19.513
H 13.564 -1.342 20.616
H 10.947 0.163 18.524
H 10.433 0.622 20.142
H 9.084 -1.828 18.904
H 8.587 -0.090 18.934
H 8.773 -0.513 21.497
H 6.930 -2.143 19.890
H 6.519 -0.583 20.537
H 6.443 -1.043 22.727
H 7.370 -2.598 22.413
H 5.614 -4.201 23.354
H 3.985 -3.854 22.837
H 4.900 -2.766 23.920
C 4.639 2.999 24.526
O 6.010 3.187 25.069
C 6.911 3.787 24.124
C 8.259 3.690 24.924
N 8.709 2.323 24.862
C 9.817 1.999 25.783
C 10.259 0.556 25.737
O 11.466 0.272 26.500
C 11.407 0.510 27.890
H 4.035 3.859 24.814
H 4.285 2.151 25.112
H 4.679 2.649 23.494
H 6.671 4.839 23.971
H 7.140 3.285 23.184
H 7.938 4.120 25.873
H 8.993 4.359 24.477
H 7.897 1.907 25.294
H 9.507 2.248 26.798
H 10.630 2.687 25.547
H 10.366 0.194 24.715
H 9.480 -0.048 26.204
H 12.368 0.688 28.372
H 11.081 -0.433 28.328
H 10.655 1.236 28.197
C -6.901 6.899 23.362
O -7.969 7.512 22.761
C -8.929 6.610 22.444
C -10.135 7.303 21.754
N -10.671 8.107 22.872
C -11.675 9.011 22.489
C -12.131 9.708 23.693
O -11.074 10.537 24.199
C -11.345 11.208 25.376
H -6.016 7.531 23.438
H -6.516 5.965 22.951
H -7.190 6.846 24.412
H -9.224 5.980 23.283
H -8.406 5.901 21.803
H -10.829 6.575 21.336
H -9.746 8.057 21.069
H -9.910 8.620 23.293
H -12.524 8.433 22.123
H -11.364 9.766 21.768
H -12.597 9.159 24.511
H -12.996 10.309 23.414
H -12.139 11.915 25.139
H -10.541 11.894 25.642
H -11.416 10.598 26.277
C -13.068 -4.533 20.873
O -11.774 -4.573 20.277
C -11.574 -5.769 19.574
C -10.306 -5.893 18.684
N -9.137 -5.585 19.518
C -7.947 -5.149 18.695
C -6.825 -4.794 19.621
O -6.747 -3.470 20.196
C -5.447 -3.166 20.849
H -13.374 -5.539 21.162
H -13.796 -4.307 20.094
H -13.162 -3.876 21.738
H -12.386 -6.093 18.923
H -11.424 -6.581 20.286
H -10.578 -5.156 17.929
H -10.269 -6.909 18.292
H -9.425 -4.730 19.973
H -8.169 -4.369 17.967
H -7.547 -6.006 18.153
H -5.969 -4.692 18.954
H -6.425 -5.690 20.094
H -5.386 -2.173 21.293
H -4.664 -3.049 20.101
H -5.225 -3.810 21.700
C 11.997 10.233 41.267
O 12.162 10.466 39.877
C 12.402 9.307 39.123
C 11.460 8.078 39.413
N 11.537 7.197 38.261
C 10.726 5.985 38.532
C 10.984 5.010 37.320
O 10.158 5.102 36.188
C 10.392 6.200 35.338
H 12.540 9.547 41.916
H 10.925 10.119 41.426
H 12.273 11.177 41.737
H 13.417 8.970 39.329
H 12.350 9.524 38.056
H 10.492 8.579 39.428
H 11.617 7.489 40.317
H 12.526 6.993 38.256
H 9.658 6.203 38.529
H 11.061 5.481 39.439
H 10.713 4.075 37.809
H 12.035 4.834 37.089
H 11.429 6.448 35.109
H 9.896 7.095 35.713
H 9.875 5.994 34.401
C 19.872 5.697 27.105
O 20.199 7.096 27.364
C 21.600 7.240 27.717
C 21.922 8.733 27.434
N 23.336 8.998 27.734
C 23.776 10.364 27.516
C 25.190 10.507 28.099
O 25.204 10.216 29.446
C 26.354 10.525 30.233
H 18.905 5.794 26.612
H 19.654 5.094 27.986
H 20.564 5.155 26.461
H 22.380 6.649 27.237
H 21.833 6.962 28.745
H 21.312 9.451 27.982
H 21.836 8.926 26.365
H 23.659 8.779 28.665
H 23.039 11.088 27.863
H 23.898 10.404 26.434
H 25.722 11.440 27.912
H 25.863 9.899 27.493
H 26.365 10.093 31.234
H 26.409 11.609 30.337
H 27.316 10.141 29.894
C 21.595 -1.385 28.744
O 22.192 -0.312 29.525
C 22.034 -0.477 30.937
C 23.221 -1.365 31.383
N 23.343 -1.469 32.839
C 23.772 -0.255 33.596
C 25.168 0.316 33.291
O 25.188 0.885 31.993
C 25.977 2.009 31.755
H 20.510 -1.330 28.832
H 22.044 -2.325 29.066
H 21.801 -1.256 27.681
H 21.040 -0.678 31.336
H 22.265 0.472 31.421
H 24.113 -0.970 30.897
H 22.946 -2.394 31.151
H 24.021 -2.210 32.942
H 23.685 -0.492 34.656
H 23.103 0.579 33.382
H 25.884 -0.489 33.126
H 25.679 0.923 34.038
H 25.875 2.400 30.743
H 26.996 1.741 32.032
H 25.738 2.900 32.337
C 10.929 -3.172 35.013
O 10.068 -3.017 33.877
C 8.681 -3.407 34.149
C 7.785 -3.208 32.951
N 6.681 -4.144 32.847
C 5.759 -3.804 31.729
C 4.768 -2.658 32.010
O 5.376 -1.479 31.573
C 4.573 -0.334 31.771
H 11.920 -2.955 34.615
H 10.920 -4.091 35.599
H 10.793 -2.376 35.744
H 8.373 -2.741 34.954
H 8.741 -4.432 34.516
H 8.473 -3.226 32.106
H 7.332 -2.219 32.886
H 7.178 -5.023 32.832
H 5.320 -4.720 31.335
H 6.466 -3.619 30.920
H 4.520 -2.640 33.071
H 3.883 -2.872 31.411
H 4.320 -0.254 32.828
H 3.663 -0.447 31.181
H 5.169 0.489 31.376

Mulliken atomic charge list, values in e, 2 entries: -0.74 -0.27

Verdict on stability: (w) comes out on top.